# C21H44CoGeINO2Si3

A molecular structure, C21H44CoGeINO2Si3 (wB97M-V/def2-TZVPD, OMol25).

Calculated values
Electronic energy: -5657.70401 hartree
Relative energy (zero: lowest compared OMol25 entry of this formula, charge and spin): 0.705 eV
HOMO-LUMO gap (spin up / spin down): 7.18 / 7.90 eV
E_LUMO (spin up / spin down): -0.0403 / -0.0141 Eh
HOMO level (spin up / spin down): -8.28 / -8.28 eV
Strongest force on any atom: 0.79 eV/A
Multiplicity: 2

Structure (XYZ):
```
74
Properties=species:S:1:pos:R:3:lowdin_charge:R:1
Co -0.17136 0.41996 0.63263 0.2520
C 4.35772 -2.44620 0.22699 -0.2169
Si 2.49478 -2.18230 0.12547 0.3654
C 1.99609 -2.77493 -1.57739 -0.1971
C 1.67201 -3.15994 1.48794 -0.2087
Ge 2.18509 0.19686 0.40932 0.7451
Si 2.58442 1.27317 -1.69963 0.3507
C 1.21838 0.82925 -2.89357 -0.2005
C 4.21271 0.57802 -2.32366 -0.2094
C 2.73034 3.13002 -1.54789 -0.2066
Si 3.66857 0.84800 2.17250 0.3505
C 3.33874 2.49576 3.01264 -0.2146
C 3.67953 -0.45911 3.51946 -0.2085
C 5.36217 0.97390 1.37095 -0.2136
H 4.58165 -3.49778 0.03026 0.0375
H 4.76894 -2.20149 1.20668 0.0099
H 4.88734 -1.85412 -0.52059 0.0161
H 2.19820 -3.84625 -1.65886 0.0416
H 2.58263 -2.26892 -2.34914 0.0191
H 0.94083 -2.61947 -1.77416 0.0065
H 1.91131 -4.22026 1.37023 0.0389
H 0.59027 -3.05468 1.44392 0.0094
H 2.02783 -2.84806 2.47355 0.0187
H 1.15005 -0.25154 -3.02025 0.0190
H 1.41196 1.27997 -3.87021 0.0387
H 0.24285 1.17443 -2.53698 0.0143
H 4.16276 -0.50396 -2.45621 0.0117
H 5.03951 0.79579 -1.64763 0.0172
H 4.44564 1.02251 -3.29499 0.0371
H 1.77221 3.58686 -1.29123 0.0184
H 3.05966 3.54764 -2.50275 0.0362
H 3.45988 3.42138 -0.78932 0.0281
H 2.33160 2.59638 3.42521 0.0261
H 3.51236 3.33883 2.33884 0.0306
H 4.04416 2.58497 3.84379 0.0375
H 2.70239 -0.55055 4.00045 0.0272
H 4.40071 -0.17726 4.29092 0.0363
H 3.95869 -1.44316 3.14015 0.0103
H 5.38171 1.77670 0.63118 0.0230
H 5.64826 0.05033 0.87164 0.0107
H 6.12166 1.19853 2.12463 0.0379
I -1.81946 0.24608 3.10875 0.9100
C 0.22436 0.22956 2.47549 -0.7402
H 0.59413 -0.77071 2.69707 -0.0311
H 0.76829 0.98390 3.03476 -0.0274
C -2.03655 -1.96769 -2.13908 0.0141
C -1.30771 -1.46624 -0.91817 -0.6680
O -0.78822 -2.22838 -0.11699 0.0008
O -1.22125 -0.17612 -0.81132 -0.1572
H -2.28552 -3.01822 -2.02206 0.0836
H -1.38332 -1.84913 -3.00691 0.0858
H -2.93207 -1.37624 -2.32227 0.0743
C -2.78267 2.41643 -2.22661 -0.0906
N -3.60372 2.63062 -1.04498 -0.2583
C -4.90211 2.00729 -1.21092 -0.1089
C -2.96168 2.13154 0.16893 -0.2183
C -1.68901 2.89047 0.47958 -0.2245
C -1.80358 4.28127 0.54526 -0.0364
C -0.72804 5.09329 0.84496 -0.0756
C 0.50909 4.51924 1.09084 -0.0862
C 0.64436 3.14197 1.02782 -0.1553
C -0.43409 2.31732 0.71804 -0.1579
H -3.28187 2.85085 -3.09427 0.0846
H -2.59483 1.35153 -2.42140 0.0736
H -1.81819 2.91124 -2.10599 0.0811
H -5.39733 2.41551 -2.09286 0.0820
H -5.52789 2.21226 -0.34107 0.0828
H -4.83372 0.91255 -1.33311 0.0854
H -2.77838 1.05362 0.11041 0.0742
H -3.66257 2.29164 0.99513 0.1159
H -2.77526 4.71524 0.34057 0.1180
H -0.85499 6.16759 0.89218 0.1030
H 1.36900 5.13427 1.32951 0.1064
H 1.61449 2.71576 1.21300 0.0151
```